A molecular structure, C28H39ClN5O4SZr in a non-equilibrium geometry. Source: the Open Molecules 2025 dataset; level of theory: ωB97M-V with the def2-TZVPD basis set.

```
79
Properties=species:S:1:pos:R:3:forces:R:3:lowdin_charge:R:1
Zr 1.598429 -0.216435 0.682875 -1.016 2.505 0.228 1.7679
C 0.447373 -4.059824 1.849058 0.025 0.010 0.002 -0.0194
C 1.555503 -3.374721 1.102472 0.030 -0.129 0.027 -0.2917
C 1.495946 -3.210429 -0.275906 -0.028 -0.070 -0.147 -0.1093
C 2.574456 -2.697487 -0.993595 0.074 0.147 -0.023 -0.1751
C 3.706556 -2.255785 -0.325799 0.030 0.017 -0.049 -0.1037
C 3.781717 -2.417963 1.058610 0.125 0.033 0.021 -0.0934
C 2.735418 -2.995520 1.755049 0.162 0.000 0.096 -0.0668
H 0.599589 -5.140483 1.805900 -0.014 0.002 0.009 0.0995
H -0.527366 -3.846420 1.410563 -0.004 0.026 0.008 0.0853
H 0.445361 -3.764428 2.895923 -0.019 0.001 0.000 0.0691
H 0.615598 -3.537823 -0.816081 -0.027 0.037 0.014 0.1141
H 2.516152 -2.623572 -2.069985 -0.036 0.033 0.008 0.0935
H 4.541938 -1.845138 -0.877200 -0.007 0.031 0.002 0.1215
H 4.674183 -2.112224 1.587988 -0.012 0.004 0.021 0.1234
H 2.828106 -3.151745 2.817074 -0.031 0.025 0.002 0.1183
Cl 6.569268 5.419449 2.121895 0.037 0.029 0.041 0.6893
C 5.447942 4.242212 1.533694 -0.041 -0.051 -0.001 -0.6683
C 4.967320 4.365565 0.206155 -0.011 -0.012 0.001 -0.0625
C 4.086493 3.466716 -0.318677 0.043 -0.006 0.007 0.0176
C 3.618303 2.373934 0.460526 -0.217 -0.023 -0.125 -0.3174
O 2.775390 1.548298 -0.048370 0.053 -1.382 0.096 -0.1803
C 4.104217 2.269387 1.793596 -0.037 -0.131 0.112 -0.1275
C 3.712521 1.194528 2.598365 0.268 -0.121 0.078 -0.1175
O 2.911202 0.278270 2.282230 -0.132 -0.084 -0.369 -0.1755
C 5.029067 3.215202 2.313939 0.021 0.052 -0.030 -0.0503
H 5.320515 5.199796 -0.386159 -0.025 -0.016 -0.034 0.1142
H 3.715039 3.554201 -1.330386 0.032 0.037 -0.003 0.1250
H 4.176426 1.082426 3.585039 -0.071 0.166 0.034 0.1505
H 5.385286 3.103566 3.330269 0.017 0.025 -0.003 0.1221
O 0.342794 1.166562 0.521308 0.729 -0.671 -0.285 -0.4531
C 0.107456 -2.087797 5.844953 0.008 -0.007 0.034 -0.0060
N -0.458923 -1.392122 4.697926 -0.093 0.076 -0.042 -0.0534
C -1.753493 -0.965206 4.680374 0.080 -0.018 0.007 -0.0494
C -2.239579 -0.312799 3.621668 0.010 0.161 0.010 -0.0115
C -1.389851 -0.059312 2.472856 -0.311 -0.118 -0.104 -0.4000
N -0.097939 -0.536824 2.485012 0.197 -0.597 -0.303 0.0749
C 0.368241 -1.175541 3.604651 0.278 -0.073 -0.034 -0.5264
O 1.523391 -1.583406 3.671357 -0.088 0.012 0.024 -0.0065
N -1.861466 0.573026 1.430655 0.082 -0.287 0.349 0.0848
H -0.645734 -2.127281 6.628089 0.007 -0.002 -0.006 0.0921
H 0.986990 -1.561655 6.209107 -0.007 -0.003 0.000 0.0983
H 0.402715 -3.100519 5.574241 0.004 0.007 -0.001 0.0934
H -2.342608 -1.187903 5.559262 -0.001 0.005 -0.001 0.1329
H -3.264483 0.025435 3.600724 0.009 0.003 0.015 0.1088
H -2.762964 0.964464 1.673924 -0.087 -0.009 -0.325 0.0755
H -0.664371 0.936367 0.670776 -0.144 0.492 0.454 -0.0418
C -2.171318 4.506141 -4.759771 -0.009 0.008 -0.021 -0.1065
C -1.811404 3.763050 -3.480494 0.006 -0.019 0.013 -0.2700
C -2.819134 2.666257 -3.150807 0.005 -0.013 -0.008 -0.1998
C -2.533951 1.949958 -1.837300 0.053 0.007 0.078 -0.1620
N -1.260480 1.226831 -1.893339 -0.043 -0.031 -0.023 0.0498
C -0.922615 -0.042737 -1.767885 0.129 0.113 0.032 -0.7440
S 0.768631 -0.433176 -1.976233 0.116 -0.258 0.179 0.6670
N -1.727930 -1.069862 -1.511343 -0.041 0.075 -0.033 0.0317
C -3.174820 -1.136339 -1.304581 -0.006 -0.043 0.008 -0.1719
C -4.000652 -1.060507 -2.588727 0.021 0.052 0.016 -0.1942
C -4.045148 -2.352673 -3.402445 -0.054 -0.001 0.024 -0.2510
C -2.709113 -2.793738 -3.990230 0.039 0.005 -0.018 -0.1002
H -1.442738 5.283631 -4.986874 -0.002 -0.004 0.004 0.0740
H -3.150485 4.980300 -4.673747 0.004 0.000 0.004 0.0767
H -2.207022 3.823568 -5.610773 0.004 0.001 0.003 0.0769
H -1.759367 4.465173 -2.642378 -0.009 0.007 -0.007 0.1149
H -0.810790 3.332254 -3.588481 -0.004 0.000 -0.010 0.1043
H -2.847948 1.932953 -3.963072 -0.007 0.006 0.003 0.1146
H -3.820866 3.100087 -3.084696 0.011 0.017 0.013 0.1242
H -3.335959 1.271763 -1.581483 -0.013 -0.007 -0.044 0.0871
H -2.449694 2.673378 -1.022320 -0.028 -0.007 0.008 0.1330
H -0.444227 1.815849 -1.979036 -0.008 0.002 -0.007 0.1163
H -1.231237 -1.943852 -1.543381 -0.023 -0.005 -0.010 0.0883
H -3.449201 -0.372026 -0.580535 -0.016 -0.017 -0.019 0.0920
H -3.358230 -2.092173 -0.810090 0.011 0.001 0.000 0.1309
H -3.621063 -0.248997 -3.217093 0.000 0.003 -0.006 0.0996
H -5.019719 -0.782158 -2.307223 -0.001 -0.012 -0.001 0.1207
H -4.760269 -2.210236 -4.215261 0.018 0.006 -0.007 0.1102
H -4.458106 -3.151941 -2.779181 0.005 0.001 -0.003 0.1100
H -2.219580 -1.976490 -4.524917 -0.010 -0.001 0.000 0.0796
H -2.850506 -3.613376 -4.694191 -0.001 0.001 0.005 0.0766
H -2.013185 -3.149950 -3.228054 -0.012 -0.011 0.010 0.0564
```
Positions in Å, forces in eV/Å.

Properties
Net charge   +1
E_LUMO   -3.04 eV
HOMO energy   -10.5948 eV